Entry 1:
Density functional theory data (wB97M-V/def2-TZVPD) for a molecular structure, C20H29BrCl3HoN6O2S4Si in a non-equilibrium geometry.

```
67
C20H29BrCl3HoN6O2S4Si wB97M-V/def2-TZVPD
Ho 0.87380 -0.54652 0.56836
C 4.25493 0.92593 0.26447
C 3.83016 1.74778 1.48547
N 2.51044 1.32121 1.96218
C 1.70981 2.40835 2.51892
C 1.14820 3.35990 1.44861
S 0.75907 2.62225 -0.17622
C 2.27015 3.03613 -1.12159
C 2.95509 1.79030 -1.66715
N 3.14270 0.73550 -0.66913
H 4.57197 -0.06486 0.59683
H 5.11005 1.41729 -0.21666
H 3.78294 2.80077 1.21126
H 4.58988 1.65588 2.26694
H 2.63208 0.62042 2.68655
H 2.28276 3.01508 3.23278
H 0.88900 1.95787 3.06978
H 1.82523 4.18863 1.24965
H 0.20780 3.77626 1.80582
H 2.92648 3.60890 -0.47157
H 1.97100 3.67994 -1.94763
H 3.91202 2.09276 -2.11454
H 2.33297 1.36814 -2.45813
H 3.35486 -0.10197 -1.19747
C -1.34447 0.35825 -4.11391
C -1.96483 0.85250 -2.80989
S -1.92214 -0.24087 -1.35496
C -3.00482 -1.61397 -1.88244
C -2.46464 -2.67362 -2.86425
S -0.76484 -3.22020 -2.49381
C 0.04469 -3.22489 -4.11914
C 0.05249 -1.92678 -4.92062
S 0.31972 -0.38460 -3.97252
H -1.26137 1.19827 -4.80432
H -1.98321 -0.39042 -4.57741
H -3.00994 1.10035 -3.00161
H -1.44897 1.74386 -2.44886
H -3.89764 -1.15302 -2.30642
H -3.28268 -2.08459 -0.93904
H -2.47740 -2.31141 -3.89092
H -3.10801 -3.55162 -2.80705
H -0.38432 -4.02291 -4.72739
H 1.06222 -3.50064 -3.84944
H -0.87278 -1.79128 -5.47782
H 0.86556 -1.97863 -5.64496
N -0.56376 -2.22529 0.84978
C -1.39319 -2.95589 1.25900
N -2.19174 -3.79222 1.72460
C -3.48390 -3.96991 1.73043
N -4.61940 -4.19602 1.76829
Br -4.85742 3.32653 3.99115
C -3.74892 1.79865 4.13030
C -3.98138 0.85861 5.12571
N -3.20137 -0.20126 5.29059
C -2.16978 -0.36940 4.47455
C -1.88613 0.50485 3.43061
C -2.69603 1.61890 3.25642
C -0.75155 0.25709 2.49420
O -0.82032 0.72987 1.32372
O 0.25719 -0.38791 2.88174
H -4.81604 0.96296 5.80870
H -1.54042 -1.23479 4.64711
H -2.50011 2.31412 2.45099
Cl 4.84999 -2.93015 1.47653
Si 2.86144 -2.38766 1.72332
Cl 1.94970 -4.21430 1.80616
Cl 2.30708 -2.10653 -0.96465
```

## Properties
2S+1: 5
HOMO (spin up / spin down): -8.28 / -8.28 eV
⟨S²⟩: 6.00
ΔE to the lowest compared entry with this formula, charge and spin: 34.1 kcal per mole
LUMO energy (spin up / spin down): -0.53 / -0.50 eV
Orbital gap (spin up / spin down): 7.7 / 7.8 eV
Total energy: -8043.650061 a.u.

Results of the Mulliken charge analysis, in e, for atoms 1 through 8:
1 Ho 0.29
2 C -0.69
3 C -0.88
4 N 0.13
5 C -0.70
6 C -1.10
7 S 0.28
8 C -0.84

---

Entry 2:
Density functional theory data (wB97M-V/def2-TZVPD) for 4 unconnected molecules or ions with the total composition C20H29F4N3O4 in a non-equilibrium geometry.

```
60
C20H29F4N3O4 wB97M-V/def2-TZVPD
C -1.90615 0.57815 -2.65379
C -0.95606 1.74134 -2.75178
O -0.49292 2.09653 -3.82267
O -0.58572 2.38779 -1.60854
C -1.67585 2.76143 -0.74815
C -1.86445 1.84089 0.44891
C -1.13291 2.32862 1.69974
C 0.37037 1.98491 1.67515
C 0.64592 0.76776 2.58298
C 1.89256 -0.06722 2.24544
C 1.59093 -1.28054 1.36869
C 1.94413 -2.65145 1.95521
O 2.38832 -2.95115 3.03981
O 1.69967 -3.54822 0.96388
C 1.63208 -2.84328 -0.28944
C 2.30390 -1.49470 0.03700
C 2.01072 -0.55144 -1.12277
F 2.34494 -1.19607 -2.28411
F 0.67960 -0.27211 -1.14988
C 2.81665 0.74808 -1.09402
F 4.11063 0.45716 -1.40767
F 2.33641 1.62105 -2.01577
H -1.38039 -0.28978 -2.27677
H -2.25868 0.33543 -3.64171
H -2.75134 0.76139 -2.00692
H -1.43924 3.75121 -0.38302
H -2.57748 2.84611 -1.34632
H -1.59954 0.81354 0.21482
H -2.92877 1.83496 0.68427
H -1.59622 1.94777 2.60264
H -1.21908 3.41538 1.70193
H 0.92367 2.82529 2.07993
H 0.70054 1.81783 0.65451
H -0.24722 0.15006 2.59931
H 0.80601 1.16184 3.58029
H 2.67867 0.56102 1.84525
H 2.24335 -0.45992 3.19700
H 0.51436 -1.33761 1.22313
H 0.56864 -2.73859 -0.48932
H 2.03957 -3.40059 -1.12051
H 3.36115 -1.70878 0.13845
H 2.77179 1.23035 -0.12124
C -3.93593 -2.68222 -5.23829
C -3.89252 -2.11963 -3.89404
N -3.85014 -1.67267 -2.84043
H -3.83557 -3.76404 -5.18753
H -4.88328 -2.43281 -5.71087
H -3.12136 -2.27506 -5.83380
C 4.62206 -5.51658 3.31531
C 5.71841 -6.44852 3.07401
N 6.57872 -7.18024 2.88330
H 5.01414 -4.51409 3.46858
H 3.94804 -5.50582 2.46177
H 4.06704 -5.81864 4.20018
C -4.65335 5.73360 0.67420
C -3.30860 5.51509 1.19236
N -2.25249 5.34092 1.60059
H -4.62837 6.49464 -0.10256
H -5.04205 4.80757 0.25524
H -5.30731 6.06408 1.47805
```

## Properties
SMILES string: CC(=O)OCCCCCC[C@@H]1C(=O)OC[C@H]1C(F)(F)C(F)F.CC#N.CC#N.CC#N
HOMO: -9.95 eV
ΔE to the lowest compared entry with this formula, charge and spin: 8.1 kcal per mole
LUMO energy: 0.39 eV
Orbital gap: 10.3 eV
Total energy: -1644.152921 a.u.

Results of the Mulliken charge analysis, in e, for atoms 1 through 8:
1 C -0.77
2 C 0.63
3 O -0.63
4 O -0.40
5 C -0.83
6 C -0.12
7 C -0.89
8 C -0.11

---

Entry 3:
Density functional theory data (wB97M-V/def2-TZVPD) for C20H29N3O3S in the gas phase in a non-equilibrium geometry.

```
56
C20H29N3O3S wB97M-V/def2-TZVPD
C -5.23556 -2.23099 0.29298
C -4.10172 -1.41047 0.89684
C -2.94621 -1.17029 -0.07591
C -2.15914 -2.43867 -0.40320
C -0.93720 -2.16047 -1.28226
C 0.22217 -1.50577 -0.53209
C 1.02807 -2.50441 0.30330
N 1.95981 -1.81479 1.16973
C 3.19601 -1.46556 0.76226
O 3.73490 -1.87843 -0.23991
C 3.87874 -0.47061 1.70730
C 5.26198 -0.07627 1.24491
C 5.29992 0.54007 -0.13813
O 6.32450 0.53876 -0.77922
N 4.15676 1.12967 -0.64444
C 2.94837 1.35179 -0.02987
N 1.98886 1.77842 -0.72508
C 0.71867 2.10591 -0.30941
C -0.32241 1.84420 -1.20014
C -1.63139 2.13237 -0.87143
C -1.92875 2.71394 0.35834
C -0.88507 3.02014 1.23331
C 0.41992 2.72507 0.90746
H 1.21670 2.99995 1.58250
H -1.12633 3.49725 2.17000
O -3.18110 3.02940 0.79138
C -4.27116 2.77458 -0.06061
H -4.36349 1.70758 -0.28741
H -4.19251 3.33999 -0.99478
H -5.15424 3.10410 0.48470
H -2.41026 1.90317 -1.58111
H -0.08982 1.38795 -2.14953
S 2.84700 1.03384 1.74536
C 4.19967 1.54094 -2.04101
H 3.92775 2.59206 -2.12229
H 3.49168 0.94626 -2.61660
H 5.21138 1.37776 -2.40373
H 5.91873 -0.94860 1.20719
H 5.69858 0.64375 1.94397
H 3.89082 -0.85822 2.72879
H 1.55500 -1.29912 1.93849
H 1.61265 -3.15679 -0.34825
H 0.37136 -3.11420 0.92728
H 0.90234 -1.03544 -1.24460
H -0.15820 -0.71786 0.12202
H -1.24226 -1.50663 -2.10157
H -0.58487 -3.09621 -1.72149
H -1.84672 -2.91945 0.52578
H -2.81149 -3.13631 -0.93061
H -3.33886 -0.74848 -1.00471
H -2.27404 -0.42922 0.36247
H -3.72237 -1.91634 1.78765
H -4.49784 -0.44299 1.21589
H -6.06074 -2.30998 0.99705
H -4.90324 -3.23630 0.04816
H -5.60534 -1.76009 -0.61569
```

## Properties
SMILES string: CCCCCCCNC(=O)[C@H]1CC(=O)N(C)/C(=N/c2ccc(OC)cc2)S1
HOMO: -7.92 eV
ΔE to the lowest compared entry with this formula, charge and spin: 8.5 kcal per mole
LUMO energy: 0.30 eV
Orbital gap: 8.2 eV
Total energy: -1567.712983 a.u.

Results of the Mulliken charge analysis, in e, for atoms 1 through 8:
1 C -1.27
2 C -0.69
3 C 0.25
4 C -0.65
5 C -1.07
6 C 0.28
7 C -1.14
8 N -0.11